{
  "formula": "C51H52AuBN10S3",
  "method": "ωB97M-V/def2-TZVPD",
  "energy_ha": -3876.556600,
  "total_charge": 2,
  "multiplicity": 1,
  "elements": ["N", "H", "H", "C", "H", "H", "H", "H", "C", "C", "H", "C", "C", "C", "N", "H", "N", "H", "C", "H", "H", "C", "C", "C", "H", "S", "C", "C", "H", "H", "C", "C", "C", "C", "Au", "C", "H", "C", "C", "C", "C", "H", "C", "C", "H", "C", "N", "C", "H", "H", "C", "H", "C", "N", "H", "C", "C", "H", "C", "H", "H", "C", "H", "H", "H", "C", "H", "C", "H", "H", "C", "H", "C", "H", "H", "H", "C", "C", "H", "H", "H", "N", "C", "H", "H", "C", "N", "H", "H", "C", "H", "H", "H", "S", "C", "C", "S", "H", "H", "N", "C", "C", "N", "C", "H", "C", "H", "H", "C", "B", "N", "C", "C", "H", "C", "H", "H", "C"],
  "coordinates": [[-0.97, 3.09, 0.82], [-0.97, 4.77, 4.81], [0.77, -2.15, 2.00], [5.25, -1.67, -3.62], [1.25, 1.15, -3.37], [0.90, 3.60, -0.95], [2.51, -4.59, -0.38], [0.07, 0.95, 1.53], [4.49, -1.45, -2.48], [-1.23, -4.00, -2.34], [-2.47, 1.96, -3.09], [4.14, 2.73, -4.19], [3.46, 2.22, 2.83], [3.14, -4.10, 0.35], [1.02, -2.49, -1.09], [0.33, -3.42, 4.09], [-3.17, 0.94, 1.94], [2.55, 2.20, 4.77], [4.60, -4.17, 2.26], [4.44, 2.52, -0.84], [-3.79, -1.44, -1.10], [-1.33, -2.68, -1.91], [-3.68, -0.97, 0.96], [-4.78, 3.74, -1.21], [-2.62, 4.40, 4.29], [1.74, 1.03, -0.69], [-1.83, -4.36, -3.53], [3.25, -2.07, -2.39], [-5.49, 4.29, -1.80], [-3.20, 3.47, -3.67], [4.00, 2.37, -1.81], [2.21, 1.62, -3.26], [-1.58, -4.32, 0.84], [-0.64, -3.30, 0.86], [-1.49, 0.97, -0.36], [-4.03, -1.89, -0.15], [-1.94, -0.68, -2.35], [0.01, 4.46, 2.29], [-1.13, -4.71, 3.17], [3.81, -4.83, 1.32], [2.91, 2.10, -4.35], [-6.31, 4.98, 0.68], [-1.59, 4.04, 4.29], [-3.76, 0.55, 4.33], [-2.13, -4.56, -0.06], [2.73, -2.87, -3.39], [-1.65, 3.05, 1.98], [1.01, 1.33, 1.89], [0.56, 5.29, -0.60], [1.94, 4.52, 0.17], [-3.75, 2.91, -1.68], [-4.25, 1.52, 4.42], [-1.94, -1.71, -2.69], [-3.66, 2.91, 0.50], [-4.18, 2.01, -3.57], [0.92, 4.35, -0.17], [3.50, -3.07, -4.53], [6.23, -1.22, -3.71], [-3.64, 0.13, 2.90], [5.37, -2.70, -5.50], [4.42, 2.57, 3.20], [2.05, 1.59, 1.01], [4.67, 3.12, -5.04], [-6.02, 3.69, 1.86], [-3.51, -2.84, -0.07], [0.03, 3.95, 0.97], [0.38, 1.36, 3.93], [4.68, 2.86, -2.92], [1.75, -3.32, -3.28], [-1.78, -5.39, -3.87], [-1.07, 3.87, 2.89], [4.14, 2.12, 0.83], [4.76, -2.50, -4.63], [-4.41, -1.94, 2.81], [2.48, 2.00, -5.34], [5.33, -2.28, 2.98], [3.29, 1.99, 1.48], [-2.53, -2.08, -3.89], [-2.96, -3.69, -5.23], [3.12, -3.69, -5.33], [5.10, -4.74, 3.03], [-3.10, 2.42, -0.64], [4.72, -2.78, 2.24], [-5.10, -2.09, -0.13], [-1.56, 3.10, 4.84], [-1.81, -5.03, 2.01], [0.37, 1.06, -1.22], [-1.33, -5.25, 4.08], [-3.74, 2.98, 2.79], [-3.37, 2.57, -3.09], [4.11, -0.96, 1.26], [-0.68, -4.73, -1.75], [0.69, 5.17, 2.73], [2.38, -1.82, -0.88], [-4.69, 3.70, 0.17], [-0.19, -3.68, 3.17], [-0.44, -2.14, -0.47], [-2.77, 0.63, 4.78], [-4.33, -0.19, 4.88], [-3.19, 0.26, 0.74], [2.76, 1.76, -1.99], [0.06, -2.97, 2.02], [2.51, -0.38, -0.43], [1.19, 1.55, 3.24], [-3.01, -1.33, -4.50], [-5.54, 4.40, 1.18], [-4.94, 5.09, 1.79], [3.73, -5.90, 1.34], [4.05, -2.04, 1.28], [-3.09, 2.50, 1.91], [-0.69, -0.81, 0.13], [-2.48, -3.40, -4.30], [2.41, 2.01, 3.72], [4.85, -0.82, -1.68], [-3.97, -1.09, 2.32], [5.64, 3.34, -2.77], [-2.54, -5.83, 2.01], [3.27, -2.71, 0.35]],
  "mulliken_charge": [-0.33, 0.45, 0.24, -0.86, 0.46, 0.20, 0.42, 0.00, -0.56, -0.60, 0.04, -0.64, -1.29, -0.53, 0.12, 0.53, 1.73, 0.49, -0.64, 0.33, 0.22, 0.61, 0.65, -1.26, 0.31, 1.25, -1.06, 0.45, 0.51, 0.39, -0.79, -0.63, -0.48, 1.02, 2.40, -1.35, 0.06, -1.34, -0.77, -0.86, -0.84, 0.41, -1.55, -1.37, 0.33, -0.49, 1.38, 0.46, 0.44, 0.31, -0.04, 0.31, -0.43, 1.06, 0.32, -1.30, -0.74, 0.48, 0.69, 0.45, 0.50, 1.49, 0.45, 0.27, 0.19, 0.58, 0.65, -0.99, 0.46, 0.50, 0.47, 0.56, -0.60, 0.57, 0.49, 0.49, -1.06, -0.79, 0.44, 0.48, 0.44, 0.17, -0.69, 0.50, 0.16, -1.04, -1.03, 0.46, -0.17, -1.17, 0.38, 0.61, 0.53, 1.41, 0.83, -0.83, 1.37, 0.17, 0.42, -0.37, 0.76, -0.60, 0.87, -1.30, 0.53, -1.41, 0.28, 0.47, -0.11, -1.63, -0.60, -0.76, -0.96, 0.41, -1.48, 0.50, 0.51, 0.50]
}